Density functional theory data (wB97M-V/def2-TZVPD) for a 7-piece molecular cluster, C62H74N4O7 overall in a non-equilibrium geometry.

```
147
Properties=species:S:1:pos:R:3:lowdin_charge:R:1
C 14.07 18.55 1.04 -0.095
C 13.29 19.79 0.73 -0.273
N 11.81 19.63 0.59 -0.165
C 11.25 18.90 -0.47 -0.282
C 12.00 19.34 -1.82 -0.064
C 11.21 19.12 1.88 -0.296
C 11.34 20.07 2.94 -0.130
H 13.60 17.72 0.51 0.078
H 13.91 18.38 2.10 0.063
H 15.13 18.70 0.82 0.081
H 13.51 20.56 1.47 0.105
H 13.85 20.27 -0.07 0.103
H 11.05 17.85 -0.27 0.107
H 10.23 19.24 -0.66 0.100
H 12.95 18.83 -1.66 0.054
H 11.43 18.98 -2.67 0.059
H 12.10 20.41 -2.02 0.074
H 11.64 18.18 2.24 0.113
H 10.13 19.01 1.80 0.117
H 11.18 21.08 2.56 0.094
H 12.30 19.88 3.42 0.076
H 10.53 19.93 3.66 0.080
C 6.05 16.58 -14.26 -0.087
C 6.95 16.72 -13.04 -0.259
N 7.15 15.45 -12.34 -0.187
C 7.59 15.73 -10.98 -0.280
C 7.55 14.56 -10.00 -0.102
C 7.94 14.46 -13.11 -0.195
C 9.38 14.93 -13.52 -0.087
H 6.41 16.00 -15.11 0.065
H 5.75 17.52 -14.72 0.061
H 5.06 16.21 -13.99 0.073
H 7.95 17.03 -13.32 0.100
H 6.51 17.47 -12.38 0.108
H 8.64 15.99 -10.81 0.103
H 6.89 16.47 -10.61 0.110
H 7.91 14.78 -8.99 0.071
H 6.56 14.12 -10.05 0.074
H 8.25 13.77 -10.29 0.058
H 7.41 14.21 -14.03 0.101
H 8.08 13.63 -12.42 0.093
H 9.34 15.53 -14.43 0.056
H 10.16 14.21 -13.79 0.067
H 9.81 15.65 -12.82 0.058
C 2.30 13.07 -7.05 -0.101
C 2.74 14.39 -6.54 -0.272
N 1.78 15.16 -5.76 -0.215
C 0.74 15.77 -6.58 -0.248
C -0.32 16.61 -5.87 -0.089
C 1.31 14.56 -4.55 -0.297
C 1.68 15.44 -3.44 -0.097
H 2.19 12.39 -6.20 0.066
H 3.08 12.70 -7.71 0.080
H 1.33 13.06 -7.53 0.075
H 3.58 14.31 -5.85 0.119
H 2.94 14.92 -7.47 0.112
H 1.18 16.31 -7.41 0.117
H 0.13 14.94 -6.93 0.101
H -1.00 17.19 -6.50 0.076
H -0.95 16.02 -5.20 0.067
H 0.17 17.28 -5.17 0.056
H 1.86 13.63 -4.37 0.113
H 0.27 14.26 -4.67 0.121
H 2.76 15.55 -3.38 0.079
H 1.23 15.03 -2.54 0.078
H 1.31 16.46 -3.51 0.062
O 5.73 20.14 -6.29 0.080
C 5.37 19.19 -5.73 -0.730
N 4.08 19.02 -5.61 0.172
C 6.33 18.14 -5.29 0.003
H 3.71 18.11 -5.38 0.102
H 3.55 19.76 -6.04 0.122
H 5.85 17.41 -4.64 0.073
H 7.09 18.72 -4.76 0.087
H 6.82 17.71 -6.16 0.087
C -1.35 22.16 6.89 -0.085
C -2.28 22.51 5.92 -0.046
C -2.02 22.21 4.54 0.029
C -0.77 21.53 4.29 -0.044
C 0.19 21.32 5.31 -0.075
C -0.15 21.62 6.59 -0.052
C 1.63 20.91 4.92 -0.278
O 2.42 20.83 5.83 0.115
C 1.92 20.63 3.52 -0.065
C 3.15 20.04 3.17 0.003
C 3.46 19.78 1.84 -0.056
C 2.51 19.93 0.81 -0.050
C 1.29 20.44 1.21 -0.014
C 0.90 20.76 2.52 -0.079
C -0.42 21.26 2.81 -0.290
O -1.18 21.42 1.87 0.095
H -1.61 22.35 7.92 0.110
H -3.21 22.99 6.19 0.099
H -2.81 22.31 3.82 0.110
H 0.44 21.34 7.44 0.127
H 3.91 19.77 3.89 0.119
H 4.41 19.43 1.47 0.102
H 2.76 19.84 -0.24 0.109
H 0.62 20.41 0.36 0.117
C 11.53 19.57 -9.45 -0.042
C 11.37 19.46 -10.77 -0.100
C 12.40 19.01 -11.60 0.002
C 13.73 18.84 -11.15 -0.048
C 13.94 19.15 -9.74 -0.096
C 12.90 19.49 -8.95 0.006
C 15.35 19.05 -9.18 -0.271
O 15.55 19.29 -8.02 0.108
C 16.42 18.46 -10.12 -0.044
C 17.73 18.22 -9.62 -0.028
C 18.73 17.73 -10.39 -0.085
C 18.52 17.43 -11.75 -0.010
C 17.20 17.73 -12.31 0.008
C 16.18 18.18 -11.49 -0.104
C 14.80 18.32 -12.11 -0.247
O 14.52 18.04 -13.28 0.078
H 10.65 19.84 -8.87 0.107
H 10.42 19.82 -11.13 0.108
H 12.31 18.76 -12.65 0.110
H 13.01 19.70 -7.90 0.115
H 18.04 18.57 -8.65 0.118
H 19.63 17.53 -9.83 0.106
H 19.28 16.99 -12.38 0.096
H 17.05 17.38 -13.32 0.112
C 0.06 17.98 -17.62 -0.055
C -0.62 17.50 -16.50 -0.064
C -0.29 17.95 -15.22 -0.004
C 0.78 18.84 -15.02 -0.067
C 1.36 19.44 -16.19 -0.063
C 0.96 19.06 -17.46 -0.010
C 2.43 20.55 -15.98 -0.241
O 2.92 21.08 -16.99 0.079
C 2.99 20.71 -14.61 -0.053
C 4.24 21.37 -14.41 -0.005
C 4.73 21.54 -13.17 -0.063
C 4.05 20.98 -12.10 -0.078
C 2.93 20.27 -12.22 -0.019
C 2.36 20.13 -13.48 -0.079
C 1.17 19.28 -13.64 -0.300
O 0.54 18.91 -12.67 0.110
H -0.21 17.61 -18.59 0.103
H -1.40 16.76 -16.56 0.103
H -0.68 17.52 -14.31 0.113
H 1.29 19.57 -18.35 0.116
H 4.78 21.76 -15.26 0.120
H 5.70 22.00 -13.02 0.114
H 4.50 20.85 -11.13 0.115
H 2.47 19.78 -11.37 0.126
```

Properties
Orbital gap: 7.164 eV
HOMO level: -0.30386 Ha
LUMO energy: -0.0406 hartree
SMILES string: O=C1c2ccccc2C(=O)c2ccccc21.O=C1c2ccccc2C(=O)c2ccccc21.O=C1c2ccccc2C(=O)c2ccccc21.CCN(CC)CC.CCN(CC)CC.CCN(CC)CC.CC(N)=O
Charge: 0



Density functional theory data (wB97M-V/def2-TZVPD) for a 2-piece molecular cluster, C8H18Cl3N4 overall in a non-equilibrium geometry.

```
33
Properties=species:S:1:pos:R:3:lowdin_charge:R:1
C -0.57 -2.96 0.40 -0.101
C -1.29 -1.66 0.75 -0.185
C -1.47 -0.63 -0.42 -0.301
C -0.90 -1.12 -1.75 -0.041
N -0.80 0.63 -0.03 -0.008
C -1.25 1.32 1.02 -0.424
N -2.23 0.98 1.84 0.242
N -0.56 2.53 1.09 0.102
C 0.25 2.64 -0.15 -0.325
N 1.47 1.89 0.18 0.072
C -0.63 1.68 -1.02 -0.486
Cl -2.24 2.53 -1.18 0.719
H 0.49 -2.80 0.28 -0.005
H -1.00 -3.49 -0.43 0.074
H -0.68 -3.62 1.26 0.082
H -0.74 -1.21 1.57 0.101
H -2.28 -1.91 1.13 0.105
H -2.54 -0.52 -0.58 0.136
H 0.18 -1.02 -1.75 0.054
H -1.25 -2.09 -2.02 0.089
H -1.26 -0.44 -2.51 0.082
H -3.16 0.74 1.53 0.147
H -2.06 1.04 2.83 0.147
H -0.02 2.58 1.95 0.155
H 0.40 3.62 -0.56 0.147
H 1.92 2.26 1.00 0.089
H 2.13 1.88 -0.59 0.064
H -0.18 1.44 -1.97 0.123
C 4.15 -0.89 -0.26 -0.997
Cl 2.55 -1.63 -0.39 0.567
Cl 4.46 0.21 -1.61 0.520
H 4.20 -0.32 0.66 0.024
H 4.90 -1.67 -0.26 0.031
```

Properties
Orbital gap: 9.641 eV
HOMO level: -0.49631 Ha
LUMO energy: -0.1420 hartree
Charge: +1



Density functional theory data (wB97M-V/def2-TZVPD) for C28H21Cl2N6Pt as an isolated structure in a non-equilibrium geometry.

```
58
Properties=species:S:1:pos:R:3:lowdin_charge:R:1
Pt 0.22 0.24 -0.72 1.220
C -4.10 -0.02 -1.12 -0.062
C -2.76 -0.34 -1.29 -0.181
N -1.78 0.54 -1.12 -0.068
C -2.08 1.84 -0.84 -0.156
C -3.43 2.26 -0.70 -0.164
C -4.44 1.28 -0.81 -0.014
C -3.71 3.62 -0.50 -0.064
C -2.67 4.53 -0.51 -0.103
C -1.35 4.13 -0.63 -0.026
C -1.00 2.77 -0.72 -0.186
N 0.24 2.20 -0.73 -0.100
C 1.49 2.75 -0.66 -0.181
C 1.87 4.11 -0.65 -0.025
C 3.19 4.50 -0.62 -0.101
C 4.22 3.57 -0.62 -0.072
C 3.92 2.21 -0.63 -0.170
C 4.93 1.22 -0.65 -0.024
C 4.55 -0.11 -0.66 -0.069
C 3.21 -0.45 -0.65 -0.118
N 2.23 0.47 -0.63 -0.071
C 2.56 1.79 -0.64 -0.147
H -4.85 -0.78 -1.23 0.102
H -2.47 -1.34 -1.59 0.053
H -5.47 1.57 -0.66 0.107
H -4.74 3.94 -0.37 0.100
H -2.89 5.58 -0.41 0.098
H -0.61 4.90 -0.64 0.069
H 1.13 4.89 -0.66 0.069
H 3.42 5.55 -0.61 0.099
H 5.25 3.89 -0.61 0.098
H 5.97 1.52 -0.65 0.105
H 5.30 -0.90 -0.68 0.100
H 2.92 -1.49 -0.64 0.087
Cl 0.25 0.51 4.16 0.566
C -0.55 -0.97 3.74 -0.651
C -0.79 -1.89 4.72 -0.196
C -1.43 -3.09 4.43 -0.190
C -1.85 -3.31 3.13 -0.206
C -1.62 -2.37 2.15 -0.614
Cl -2.23 -2.76 0.56 0.688
C -0.91 -1.13 2.34 -0.646
N -0.60 -0.25 1.47 -0.097
H -0.47 -1.67 5.73 0.079
H -1.61 -3.83 5.20 0.059
H -2.38 -4.21 2.87 0.074
C 0.30 -5.10 -2.31 -0.025
N 0.40 -3.93 -1.49 -0.134
C 0.96 -3.87 -0.25 -0.057
C 0.92 -2.56 0.13 -0.181
N 0.34 -1.82 -0.87 -0.147
C 0.05 -2.67 -1.83 -0.175
H 0.18 -5.98 -1.67 0.093
H 1.20 -5.23 -2.92 0.092
H -0.56 -5.03 -2.96 0.092
H 1.31 -4.74 0.26 0.121
H 1.24 -2.10 1.04 0.113
H -0.42 -2.41 -2.76 0.134
```

Properties
Orbital gap (spin up / spin down): 3.773 / 3.513 eV
HOMO level (spin up / spin down): -0.05963 / -0.05243 Ha
LUMO energy (spin up / spin down): 0.0790 / 0.0767 hartree
ΔE to the lowest compared entry with this formula, charge and spin: 80.8 kcal per mole
Charge: -1



| no. | DFT total energy (Ha) |
| --- | --- |
| 1 | -3152.4557 |
| 2 | -1914.9650 |
| 3 | -2447.8019 |